# 1
ORCA calculation (ωB97M-V/def2-TZVPD) on a molecular structure, C2H5NS.

Output
net charge	0
LUMO level	0.35	eV
HOMO level	-7.74	eV
spin multiplicity	1

Element x y z (Å)
C1 -0.552178 0.364921 -0.044390
C2 -0.052801 -1.083079 0.128555
N1 0.746536 1.101681 0.196305
S1 1.823164 -0.203330 -0.044744
H1 -1.065332 0.490567 -0.986320
H2 -1.348014 0.793588 0.652785
H3 -0.114988 -1.465034 1.080757
H4 -0.448703 -1.879135 -0.532018
H5 1.012315 1.879817 -0.450928

Atomic forces in eV per Å
C -0.4 1.3 1.1
C 1.7 1.6 -1.8
N -1.1 1.3 -0.7
S -1.7 -2.7 -0.2
H 0.6 0.2 -0.9
H 1.1 -1.1 -0.3
H 0.1 -0.5 2.4
H 0.7 0.8 -0.2
H -0.9 -1.0 0.6


# 2
ORCA calculation (ωB97M-V/def2-TZVPD) on C20H23NO5S in the gas phase.

Output
net charge	0
LUMO level	0.55	eV
HOMO level	-8.81	eV
spin multiplicity	1

Element x y z (Å)
C1 4.074935 3.276309 -1.706189
H1 4.210835 2.194665 -1.806102
O1 3.614266 3.622704 -0.421167
C2 2.431686 3.114557 0.009602
C3 2.067476 3.438477 1.318234
C4 0.886312 2.964060 1.847529
C5 0.052417 2.155924 1.091600
C6 0.403067 1.828145 -0.209085
C7 1.588652 2.310376 -0.750119
H2 1.843151 2.056499 -1.767873
C8 -0.473195 0.888166 -1.001142
N1 -0.261465 -0.484762 -0.568292
C9 -1.090776 -1.140108 0.285568
O2 -0.761455 -2.167639 0.852181
C10 -2.463704 -0.575607 0.469572
C11 -3.340661 -0.482935 -0.598602
C12 -4.646671 -0.031266 -0.405056
C13 -5.059690 0.331065 0.873148
C14 -4.179475 0.222678 1.937547
C15 -2.890471 -0.236454 1.749699
H3 -2.212196 -0.338525 2.582689
H4 -4.513303 0.496998 2.927060
H5 -6.061094 0.688389 1.052806
O3 -5.420562 0.021971 -1.521932
C16 -6.757267 0.445621 -1.397329
H6 -6.820025 1.477400 -1.036767
H7 -7.177594 0.389574 -2.400070
H8 -7.325885 -0.209474 -0.730035
H9 -3.038890 -0.769020 -1.594573
C17 1.083039 -1.010448 -0.790663
C18 1.945834 -0.966827 0.465724
H10 2.494410 -0.038865 0.582961
H11 1.373805 -1.192156 1.359865
S1 3.062028 -2.375226 0.213795
O4 3.625197 -2.852038 1.444826
O5 3.978879 -2.056499 -0.849314
C19 1.727779 -3.420822 -0.423577
C20 1.048093 -2.454812 -1.369029
H12 0.014138 -2.747757 -1.550486
H13 1.581984 -2.459185 -2.319852
H14 1.100268 -3.675922 0.424584
H15 2.116609 -4.306646 -0.911774
H16 1.538733 -0.363466 -1.543103
H17 -1.521538 1.145478 -0.851653
H18 -0.244504 0.954511 -2.069669
H19 -0.870066 1.780294 1.507884
H20 0.613017 3.222064 2.859285
H21 2.731178 4.062878 1.894177
H22 3.396995 3.636258 -2.487009
H23 5.039058 3.770042 -1.814298

Atomic forces in eV per Å
C 0.1 -0.1 -0.2
H 0.0 0.0 0.0
O -0.1 0.1 0.3
C -0.1 0.0 0.2
C 0.2 0.0 -0.2
C 0.0 0.0 0.0
C -0.1 -0.1 -0.1
C 0.0 0.2 0.1
C 0.2 0.1 -0.1
H 0.0 0.0 -0.1
C 0.0 0.2 0.0
N 0.0 -0.1 -0.1
C -0.1 0.2 -0.2
O 0.1 -0.2 0.2
C -0.4 -0.1 0.1
C -0.1 0.0 0.1
C 0.1 0.0 0.0
C -0.2 0.0 -0.2
C 0.1 0.0 0.0
C 0.1 0.0 0.0
H 0.1 0.0 0.1
H 0.0 0.0 0.1
H -0.1 0.0 0.0
O 0.3 -0.1 0.1
C -0.2 0.1 0.0
H 0.0 0.0 0.0
H 0.0 0.0 0.1
H 0.0 0.0 0.0
H 0.1 0.0 -0.1
C -0.2 -0.1 -0.2
C 0.4 -0.7 -0.1
H 0.2 0.0 0.0
H -0.1 0.0 0.1
S -0.1 0.0 0.5
O -0.2 -0.1 0.2
O -0.1 0.1 -0.5
C 0.4 0.5 0.2
C -0.2 0.0 -0.3
H 0.1 0.0 0.0
H -0.1 0.0 0.0
H 0.0 0.0 0.1
H 0.2 -0.1 0.0
H -0.1 -0.1 0.1
H 0.2 0.0 -0.1
H -0.1 0.0 0.1
H -0.1 0.0 0.1
H 0.0 0.0 0.1
H 0.1 0.1 0.1
H 0.0 0.0 0.0
H -0.1 -0.1 0.0


# 3
ORCA calculation (ωB97M-V/def2-TZVPD) on a molecular structure, C4H5LiMnO7.

Output
net charge	-1
LUMO level (spin up / spin down)	1.00 / 1.00	eV
expectation value of S²	12.004
HOMO level (spin up / spin down)	-2.23 / -4.93	eV
spin multiplicity	7

Element x y z (Å)
O1 0.455522 -0.052662 4.300011
C1 0.534907 0.529134 3.187690
O2 0.897530 1.725668 3.064343
O3 0.184652 -0.192909 2.113874
C2 0.396254 0.365649 0.819531
O4 0.397814 -0.185523 -1.466373
C3 -0.760714 -0.437671 -2.735209
C4 0.028823 -0.680412 -0.218474
O5 -0.803141 -1.758113 -2.828274
O6 -0.104384 0.085464 -3.762771
Li1 1.103357 1.644708 5.021114
Mn1 0.955376 -1.587345 -3.668905
H1 1.449577 0.659060 0.703775
H2 -0.227572 1.260985 0.689901
H3 0.516018 -1.636142 0.048560
H4 -1.052336 -0.901194 -0.167791
O7 -2.032625 0.102003 -2.528427
H5 -1.939058 1.059301 -2.572573

Atomic forces in eV per Å
O 0.2 0.2 0.8
C -0.4 -0.4 -0.6
O 0.4 0.7 0.4
O 0.1 -0.1 0.7
C 0.0 0.5 -0.4
O -1.2 0.3 -0.8
C 0.1 -0.9 -1.5
C -0.4 -0.3 0.1
O -0.9 -0.5 1.2
O 0.1 1.4 0.4
Li -0.3 -0.6 -1.0
Mn 1.2 -0.5 -0.4
H -0.3 -0.1 0.0
H 0.2 -0.2 0.0
H 0.1 0.2 -0.2
H 0.2 0.2 0.0
O 0.7 0.1 1.2
H 0.2 0.0 -0.1


# 4
ORCA calculation (ωB97M-V/def2-TZVPD) on 2 unconnected molecules or ions with the total composition C7H17N.

Output
net charge	0
LUMO level	0.50	eV
HOMO level	-8.17	eV
spin multiplicity	1

Element x y z (Å)
C1 1.102056 -0.918115 -1.465701
C2 0.449836 -1.446974 -0.157081
C3 -0.719106 -2.410172 -0.551830
N1 0.227180 -0.521078 1.040779
C4 -0.606888 0.245387 0.391744
C5 -0.531941 1.762408 0.318777
C6 -0.682544 2.251743 -1.127231
C7 0.753308 2.267936 0.970128
H1 1.591665 -1.749510 -1.982398
H2 0.326878 -0.530325 -2.145440
H3 1.846691 -0.147813 -1.229532
H4 1.209039 -2.145736 0.212111
H5 -1.276466 -2.729186 0.339398
H6 -0.253500 -3.292754 -1.017780
H7 -1.412501 -1.934324 -1.256622
H8 -1.661786 -0.082688 0.275489
H9 -0.128581 -2.357602 4.082847
H10 0.103548 -2.571504 3.412522
H11 -1.382993 2.129367 0.945883
H12 0.149836 1.880475 -1.710969
H13 -0.729267 3.347509 -1.175301
H14 -1.577349 1.817419 -1.591409
H15 1.629579 1.898649 0.433049
H16 0.844549 1.860409 1.975119
H17 0.728756 3.376475 1.013447

Atomic forces in eV per Å
C -0.5 0.5 0.7
C 0.2 -3.6 0.4
C 0.3 0.4 0.3
N 0.3 1.6 -3.9
C -0.8 1.5 3.5
C 0.1 0.1 1.2
C -0.5 -0.4 0.2
C -0.2 0.4 0.0
H 0.0 0.1 0.2
H 0.3 0.2 0.2
H -0.2 -0.1 -0.2
H 0.0 0.2 0.3
H 0.2 0.0 -0.2
H -0.4 0.3 0.0
H 0.1 -0.2 0.1
H 0.5 -0.7 -1.8
H 0.0 0.0 0.0
H 0.0 0.0 0.0
H 0.3 -0.1 -0.6
H 0.4 0.2 -0.2
H 0.0 -0.4 0.0
H 0.0 0.3 0.1
H 0.0 0.3 -0.1
H 0.0 0.1 0.1
H 0.3 -0.6 -0.1


# 5
ORCA calculation (ωB97M-V/def2-TZVPD) on 3 unconnected molecules or ions with the total composition C32H24FO9P.

Output
net charge	0
LUMO level	-1.15	eV
HOMO level	-9.89	eV
spin multiplicity	1

Element x y z (Å)
O1 1.947840 3.890771 1.515966
C1 0.894385 4.007567 0.845265
C2 -0.530676 4.013487 1.627826
O2 -0.842663 5.389540 1.916207
P1 -2.374373 5.907611 1.460788
O3 -2.186677 7.019186 0.406655
O4 -3.039405 6.718325 2.826498
O5 -3.398812 4.759501 0.779153
C3 -4.693716 4.643378 1.427466
C4 -5.155540 3.102976 1.198235
F1 -6.387829 2.947122 1.923014
H1 0.889900 4.100153 -0.302751
H2 -1.246272 3.451537 0.951374
H3 -0.334411 3.441126 2.599426
H4 -2.992311 6.074319 3.580000
H5 -4.697522 4.794575 2.550922
H6 -5.428872 5.288987 0.851547
H7 -4.388014 2.435831 1.739400
H8 -5.263831 2.833831 0.100719
C5 -1.746338 -1.569874 -3.250280
C6 -1.027719 -2.570697 -3.899711
C7 0.321954 -2.389967 -4.178452
C8 0.955384 -1.200993 -3.818706
C9 0.229756 -0.188710 -3.190026
C10 -1.120689 -0.380530 -2.896112
C11 0.877592 1.097677 -2.846676
O6 0.244094 1.981678 -2.292781
C12 2.303191 1.297304 -3.192768
C13 2.912687 2.524311 -2.927608
C14 4.254423 2.716239 -3.237059
C15 4.994906 1.681420 -3.803638
C16 4.390363 0.459358 -4.074579
C17 3.040510 0.268061 -3.778473
C18 2.397515 -1.025321 -4.103622
O7 3.043619 -1.929656 -4.603156
H9 -2.797671 -1.715642 -3.024929
H10 -1.520137 -3.493782 -4.186954
H11 0.877861 -3.175315 -4.679834
H12 -1.686997 0.397691 -2.395233
H13 2.342807 3.333759 -2.483586
H14 4.724717 3.672854 -3.034676
H15 6.043841 1.829497 -4.038283
H16 4.971082 -0.341439 -4.520401
C19 -0.100443 -7.146290 1.284338
C20 -0.061105 -7.294144 2.669012
C21 0.092650 -6.178889 3.484361
C22 0.219799 -4.911469 2.916149
C23 0.204772 -4.766399 1.528525
C24 0.032755 -5.885886 0.713740
C25 0.388166 -3.432889 0.910577
O8 0.371419 -3.304565 -0.301479
C26 0.600764 -2.259577 1.788405
C27 0.832188 -1.006894 1.220375
C28 1.019711 0.103527 2.035924
C29 0.967715 -0.030821 3.421460
C30 0.742938 -1.278534 3.991964
C31 0.568546 -2.397487 3.176131
C32 0.365196 -3.727605 3.793745
O9 0.323688 -3.847787 5.005873
H17 -0.229629 -8.016359 0.649030
H18 -0.152557 -8.279919 3.112934
H19 0.117392 -6.299548 4.562400
H20 0.006841 -5.777551 -0.365519
H21 0.870883 -0.894131 0.141407
H22 1.205010 1.076284 1.591457
H23 1.107079 0.837628 4.057164
H24 0.708269 -1.378438 5.071859

Atomic forces in eV per Å
O -3.5 0.3 -2.5
C 1.8 -0.2 2.2
C 2.2 -1.5 -0.5
O -3.2 -1.1 -0.5
P 0.6 6.0 -3.4
O -0.5 -3.4 3.0
O 1.2 -3.7 -1.3
O 1.4 1.2 3.0
C -1.7 -2.1 -0.8
C 0.8 0.7 1.3
F 1.3 0.2 -1.2
H 0.0 -0.1 1.5
H 0.4 0.9 0.9
H -0.4 0.8 -1.3
H -0.1 1.0 -0.4
H 0.1 0.2 -1.5
H 0.9 -0.5 1.1
H -1.2 0.8 -1.1
H -0.1 0.3 1.5
C 0.2 0.1 0.0
C 0.2 0.1 0.0
C -0.2 -0.1 0.0
C -0.3 -0.1 0.0
C -0.2 -0.2 0.0
C -0.2 -0.2 0.0
C -0.4 0.6 0.3
O 0.1 -0.1 0.0
C 0.3 0.2 0.0
C 0.2 0.1 0.0
C -0.2 -0.1 0.0
C -0.2 -0.1 0.0
C 0.1 0.2 0.0
C 0.3 0.3 0.0
C 0.5 -0.8 -0.4
O -0.2 0.3 0.1
H 0.1 0.0 0.0
H 0.1 0.1 0.0
H 0.1 0.2 0.1
H 0.2 0.0 -0.1
H 0.0 -0.2 -0.1
H -0.1 -0.1 0.0
H -0.1 0.0 0.0
H -0.2 0.0 0.1
C 0.0 0.2 0.0
C 0.0 0.2 0.0
C 0.0 -0.2 -0.1
C 0.0 -0.3 -0.2
C -0.1 -0.3 0.1
C 0.0 -0.2 0.0
C 0.0 0.1 -0.9
O 0.0 0.0 0.3
C 0.1 0.3 0.1
C 0.0 0.3 0.1
C -0.1 -0.2 -0.1
C -0.1 -0.2 0.0
C 0.0 0.2 0.0
C 0.1 0.4 -0.1
C 0.0 -0.1 1.0
O 0.0 0.0 -0.3
H 0.0 0.1 0.1
H 0.0 0.1 0.0
H 0.0 0.2 -0.1
H 0.0 0.2 0.2
H -0.1 -0.2 0.1
H 0.0 -0.1 0.0
H 0.0 -0.1 -0.1
H 0.0 -0.2 -0.2


In the order shown, the computed E_tot values come out to -532.058633; -1605.048142; -1840.723886; -331.521548; -2352.251036 a.u..